# 1
Computed, not measured: one molecule with the formula C20H25FN2O2 at a distorted geometry, with ωB97M-V/def2-TZVPD.

Element x y z (Å)
1 C -1.012 -2.141 -1.993
2 N -2.028 -1.455 -1.224
3 C -2.244 -0.062 -1.536
4 C -1.076 0.835 -1.100
5 C -1.352 2.300 -1.440
6 C -0.199 3.171 -0.943
7 C 0.030 2.928 0.554
8 N 0.270 1.536 0.887
9 C 1.589 1.056 0.518
10 C 1.973 -0.201 1.314
11 C 3.373 -0.616 0.977
12 C 4.447 -0.364 1.819
13 C 5.734 -0.736 1.471
14 C 5.976 -1.370 0.265
15 C 4.926 -1.632 -0.598
16 C 3.651 -1.249 -0.229
17 F 2.630 -1.506 -1.084
18 C -0.828 0.717 0.412
19 C -2.550 -2.089 -0.146
20 O -2.189 -3.201 0.197
21 C -3.632 -1.384 0.591
22 C -4.916 -0.996 0.108
23 C -5.583 -0.497 1.182
24 O -4.816 -0.547 2.283
25 C -3.646 -1.096 1.925
26 H -1.082 -3.203 -1.770
27 H -0.007 -1.800 -1.736
28 H -1.186 -1.974 -3.057
29 H -2.385 0.032 -2.620
30 H -3.155 0.280 -1.042
31 H -0.176 0.517 -1.634
32 H -1.482 2.422 -2.518
33 H -2.279 2.614 -0.952
34 H -0.423 4.226 -1.112
35 H 0.711 2.928 -1.496
36 H 0.873 3.524 0.910
37 H -0.863 3.240 1.107
38 H 2.307 1.845 0.760
39 H 1.687 0.838 -0.557
40 H 1.883 0.014 2.378
41 H 1.291 -1.017 1.066
42 H 4.265 0.128 2.763
43 H 6.552 -0.532 2.146
44 H 6.978 -1.663 -0.007
45 H 5.081 -2.125 -1.545
46 H -0.639 -0.322 0.684
47 H -1.728 1.040 0.946
48 H -5.282 -1.097 -0.893
49 H -6.571 -0.094 1.286
50 H -2.898 -1.219 2.682

Atoms 1-3, force components in eV/Å:
0.025 -0.265 0.021
-0.013 -0.075 -0.238
0.196 0.438 0.060

Calculated values
relative energy (zero: lowest compared OMol25 entry of this formula, charge and spin): 0.0000 eV
largest force on an atom: 1.06 eV/A
SMILES: CN(C[C@H]1CCCN(CCc2ccccc2F)C1)C(=O)c1ccoc1
total charge: 0
HOMO: -8.290 eV
E_LUMO: 0.81 eV

Here are the Löwdin charges for atoms 1 to 8, given in e: -0.018 -0.095 -0.130 -0.280 -0.164 -0.171 -0.193 -0.162

***

# 2
Computed, not measured: C20H25GeN2RuSTe as an isolated structure at a distorted geometry, with ωB97M-V/def2-TZVPD.

Element x y z (Å)
1 Ru -0.892 -0.213 -0.100
2 C -0.955 0.056 3.015
3 N -1.420 -0.662 1.829
4 C -2.033 -1.807 1.929
5 C -2.413 -2.447 0.755
6 C -3.012 -3.671 0.430
7 C -3.081 -3.699 -0.957
8 C -2.528 -2.488 -1.424
9 N -2.144 -1.741 -0.383
10 C 0.528 0.323 2.954
11 C 1.392 -0.176 3.917
12 C 2.765 0.027 3.801
13 C 3.278 0.736 2.726
14 C 2.414 1.270 1.775
15 C 1.052 1.062 1.895
16 H -1.208 -0.529 3.900
17 H -1.476 1.015 3.070
18 H -2.262 -2.244 2.897
19 H -3.355 -4.425 1.120
20 H -3.472 -4.491 -1.573
21 H -2.447 -2.139 -2.441
22 H 0.998 -0.723 4.765
23 H 3.432 -0.378 4.551
24 H 4.345 0.887 2.634
25 H 2.805 1.856 0.952
26 H 0.366 1.567 1.217
27 C -1.560 0.647 -3.193
28 Ge -1.759 2.064 -1.854
29 C -2.761 3.636 -2.367
30 C 0.088 2.458 -1.266
31 C -2.413 1.151 -0.220
32 H -0.967 0.978 -4.045
33 H -2.526 0.294 -3.554
34 H -1.037 -0.205 -2.733
35 H -2.272 4.127 -3.210
36 H -2.806 4.330 -1.529
37 H -3.776 3.367 -2.657
38 H 0.716 2.879 -2.051
39 H 0.576 1.521 -0.957
40 H 0.096 3.137 -0.412
41 H -3.383 0.666 -0.321
42 H -2.422 1.828 0.640
43 Te 1.011 -1.943 -0.348
44 C 2.764 -1.232 -1.095
45 C 3.936 -1.962 -1.164
46 C 4.995 -1.238 -1.746
47 C 4.613 0.022 -2.122
48 S 2.983 0.336 -1.765
49 H 4.012 -2.979 -0.805
50 H 5.991 -1.629 -1.888
51 H 5.219 0.782 -2.591

Atoms 1-3, force components in eV/Å:
-0.031 -0.100 1.432
0.103 0.271 -0.087
0.770 0.112 -1.008

Calculated values
largest force on an atom: 1.44 eV/A
total charge: +1
HOMO (alpha / beta): -10.842 / -10.859 eV
E_LUMO (alpha / beta): -5.88 / -5.86 eV

Here are the Löwdin charges for atoms 1 to 8, given in e: 0.814 -0.136 -0.115 -0.065 -0.344 -0.012 -0.053 -0.129

***

# 3
Computed, not measured: C20H25IMoN4O2SSi2 as an isolated structure at a distorted geometry, with ωB97M-V/def2-TZVPD.

Element x y z (Å)
1 Mo 0.187 -1.823 -0.803
2 C 3.863 -2.930 -1.217
3 Si 2.622 -2.001 -0.119
4 C 2.691 -2.840 1.550
5 C 3.154 -0.236 0.229
6 C 4.216 0.027 1.119
7 C 4.521 1.300 1.602
8 C 3.738 2.352 1.068
9 C 2.725 2.103 0.122
10 C 2.414 0.827 -0.279
11 Si 0.889 0.521 -1.325
12 C 1.226 0.924 -3.098
13 C -0.545 1.602 -0.548
14 H 4.846 -2.812 -0.848
15 H 3.816 -2.642 -2.243
16 H 3.719 -4.033 -1.140
17 H 3.713 -2.869 1.877
18 H 2.446 -3.905 1.537
19 H 2.123 -2.326 2.306
20 H 4.729 -0.897 1.426
21 H 5.424 1.458 2.247
22 H 3.941 3.362 1.416
23 H 2.031 2.938 -0.126
24 H 1.299 2.004 -3.205
25 H 0.397 0.646 -3.787
26 H 2.211 0.548 -3.489
27 H -0.211 2.042 0.414
28 H -1.414 1.001 -0.424
29 H -0.767 2.427 -1.282
30 N -4.607 3.357 -1.337
31 C -4.307 2.032 -1.117
32 C -3.595 1.312 -2.059
33 C -3.288 -0.025 -1.878
34 C -3.719 -0.675 -0.697
35 C -4.531 0.005 0.201
36 C -4.835 1.355 -0.019
37 S -3.055 -2.272 -0.266
38 O -2.813 -2.983 -1.476
39 O -3.834 -2.955 0.740
40 N -1.580 -1.897 0.330
41 C -1.269 -1.153 1.444
42 N -2.028 -0.702 2.410
43 C -1.418 0.012 3.372
44 C -0.074 0.351 3.330
45 C 0.632 -0.058 2.218
46 N 0.035 -0.852 1.326
47 H -4.691 3.660 -2.280
48 H -5.231 3.740 -0.646
49 H -3.343 1.823 -2.989
50 H -2.769 -0.641 -2.589
51 H -4.890 -0.538 1.093
52 H -5.573 1.815 0.606
53 H -2.105 0.319 4.183
54 H 0.380 1.047 4.037
55 H 1.643 0.241 2.031
56 I 0.861 -3.086 -2.946

Atoms 1-3, force components in eV/Å:
-0.329 -0.240 0.343
-1.098 -1.054 0.737
0.122 -0.340 -0.063

Calculated values
2S+1: 3
relative energy (zero: lowest compared OMol25 entry of this formula, charge and spin): 0.0000 eV
largest force on an atom: 2.23 eV/A
total charge: 0
HOMO (alpha / beta): -7.955 / -8.318 eV
E_LUMO (alpha / beta): -0.80 / -0.56 eV

Here are the Löwdin charges for atoms 1 to 8, given in e: 0.706 -0.271 0.431 -0.217 -0.344 -0.106 -0.072 -0.077